A structure of composition C26H78O17SSr. Source: the OMol25 dataset; level of theory: the ωB97M-V functional and the def2-TZVPD basis.

HOMO level (eV): -9.265

Each line ends with the Löwdin charge.
CARTESIAN COORDINATES (ANGSTROEM)
Sr  1.2848  -1.9732  -1.2525  1.63
S  -0.2168  0.6456  -0.1670  0.38
O  -0.4270  1.7980  -1.0498  -0.33
O  -0.8426  0.8632  1.1407  -0.33
O  -0.7510  -0.5982  -0.7758  -0.44
O  1.2317  0.3559  -0.0685  -0.40
C  3.0273  3.2211  -0.8450  -0.06
C  2.5329  3.2551  -2.2679  -0.27
O  1.7943  2.0756  -2.5993  -0.11
H  3.6224  4.1044  -0.6065  0.09
H  3.6902  2.3631  -0.6955  0.07
H  2.1986  3.1110  -0.1431  0.06
H  3.3862  3.2416  -2.9527  0.11
H  1.9425  4.1465  -2.4880  0.11
H  1.0579  1.9805  -1.9607  0.04
C  -1.4924  -2.5887  4.7129  -0.07
C  -1.7778  -1.2515  4.0512  -0.29
O  -0.6548  -0.8684  3.2529  -0.09
H  -0.4878  -2.5885  5.1385  0.08
H  -1.5666  -3.4166  4.0039  0.06
H  -2.1988  -2.7743  5.5231  0.08
H  -1.9564  -0.5024  4.8331  0.11
H  -2.6839  -1.2943  3.4372  0.10
H  -0.9338  -0.1819  2.6245  0.04
C  -1.4739  -1.6701  -5.2803  -0.06
C  -0.9524  -1.4004  -3.8752  -0.28
O  0.4271  -1.7942  -3.7107  -0.18
H  -2.4503  -1.1874  -5.3667  0.09
H  -1.6313  -2.7367  -5.4500  0.07
H  -0.8254  -1.2834  -6.0688  0.08
H  -1.5558  -1.9799  -3.1795  0.09
H  -1.0930  -0.3520  -3.6085  0.10
H  0.9111  -1.4573  -4.4714  0.09
C  5.1231  -3.9666  0.1064  -0.07
C  4.9214  -2.4901  0.3504  -0.30
O  3.5353  -2.1699  0.2052  -0.19
H  6.1280  -4.2825  0.3858  0.08
H  4.9281  -4.2428  -0.9328  0.07
H  4.4258  -4.5455  0.7175  0.07
H  5.5511  -1.8576  -0.2859  0.11
H  5.2285  -2.2268  1.3711  0.12
H  3.4953  -1.2049  0.4523  0.05
C  -1.6713  6.5383  -1.8409  -0.09
C  -1.5744  5.0274  -1.8848  -0.32
O  -0.6487  4.6043  -0.8843  -0.10
H  -0.7420  6.9977  -2.1705  0.07
H  -1.9631  6.8615  -0.8419  0.07
H  -2.4793  6.8556  -2.5063  0.07
H  -1.2257  4.7043  -2.8715  0.11
H  -2.5625  4.6063  -1.6659  0.10
H  -0.6886  3.6371  -0.8417  0.03
C  -4.8182  2.1163  -2.6307  -0.08
C  -3.5738  1.5821  -1.9591  -0.33
O  -2.4969  1.5622  -2.8845  -0.10
H  -4.9538  1.6442  -3.6095  0.07
H  -4.7380  3.1897  -2.8033  0.07
H  -5.7133  1.8933  -2.0500  0.07
H  -3.7529  0.5881  -1.5232  0.10
H  -3.3409  2.2266  -1.0981  0.11
H  -1.6838  1.6761  -2.3633  0.03
C  4.8750  -1.4922  -3.0967  -0.07
C  4.2931  -0.2194  -2.5386  -0.29
O  2.8748  -0.3595  -2.3896  -0.23
H  4.7139  -2.3243  -2.3995  0.05
H  5.9592  -1.3944  -3.1682  0.09
H  4.4188  -1.7754  -4.0431  0.08
H  4.5094  0.5986  -3.2314  0.12
H  4.7255  0.0168  -1.5611  0.11
H  2.4762  0.5469  -2.4951  0.05
C  -4.6754  2.5776  3.6671  -0.09
C  -3.2874  2.2415  3.1677  -0.32
O  -3.3887  1.5096  1.9526  -0.10
H  -5.2944  2.9768  2.8606  0.08
H  -4.6384  3.3428  4.4448  0.07
H  -5.1991  1.7113  4.0794  0.07
H  -2.7169  1.6925  3.9273  0.10
H  -2.7482  3.1796  2.9674  0.11
H  -2.4889  1.2770  1.6680  0.02
C  4.9584  0.9344  2.9252  -0.08
C  3.5341  0.9847  2.4303  -0.28
O  3.4853  0.4240  1.1109  -0.14
H  4.9914  1.3876  3.9221  0.08
H  5.6273  1.4937  2.2756  0.08
H  5.2705  -0.1006  3.0677  0.07
H  3.1471  2.0036  2.3799  0.11
H  2.8956  0.4051  3.1052  0.12
H  2.5752  0.5857  0.7630  0.02
C  0.2218  -4.7786  1.7682  -0.07
C  1.0372  -3.5333  2.0534  -0.29
O  0.6282  -2.4337  1.2550  -0.18
H  0.4312  -5.1127  0.7500  0.06
H  -0.8524  -4.6289  1.8726  0.07
H  0.5289  -5.5798  2.4462  0.08
H  2.0891  -3.7273  1.8200  0.10
H  1.0157  -3.2617  3.1104  0.11
H  0.1516  -1.8027  1.8327  0.06
C  -4.2982  -3.0146  0.9569  -0.07
C  -3.1283  -2.0987  0.6560  -0.30
O  -2.9016  -2.0656  -0.7485  -0.12
H  -4.5880  -2.9364  2.0041  0.07
H  -4.0663  -4.0421  0.6659  0.07
H  -5.1675  -2.7131  0.3684  0.08
H  -2.2274  -2.4196  1.1978  0.10
H  -3.3646  -1.0927  1.0264  0.11
H  -2.3219  -1.2841  -0.8924  0.04
C  0.6493  4.9491  3.5048  -0.09
C  0.3515  4.0175  2.3597  -0.32
O  0.4591  2.6747  2.8317  -0.09
H  -0.0998  4.7982  4.2874  0.07
H  0.6038  5.9929  3.1883  0.07
H  1.6276  4.7655  3.9488  0.07
H  1.0658  4.1870  1.5425  0.10
H  -0.6521  4.1954  1.9640  0.10
H  -0.0885  2.1199  2.2544  0.02
C  -1.9490  -4.8915  -2.9797  -0.07
C  -1.1623  -4.9183  -1.6782  -0.28
O  -0.6823  -3.6193  -1.3359  -0.23
H  -2.3074  -5.8847  -3.2545  0.08
H  -1.3442  -4.4928  -3.7948  0.07
H  -2.8193  -4.2397  -2.8630  0.08
H  -0.3054  -5.5845  -1.7746  0.11
H  -1.8114  -5.2726  -0.8732  0.12
H  -1.4609  -3.0815  -1.0375  0.05

=====

A cluster of 13 separate species, C26H78O26 in total. Source: the OMol25 dataset; level of theory: the ωB97M-V functional and the def2-TZVPD basis.

HOMO level (eV): -9.642

Each line ends with the Löwdin charge.
CARTESIAN COORDINATES (ANGSTROEM)
C  4.9006  4.4797  2.0252  -0.21
C  4.9807  5.5604  0.9597  -0.26
O  3.9737  5.4821  -0.0082  -0.07
O  3.7024  4.6792  2.8492  -0.08
H  5.7879  4.4950  2.6580  0.11
H  4.8774  3.4789  1.5941  0.12
H  5.9407  5.4448  0.4565  0.12
H  4.8507  6.5643  1.3639  0.12
H  3.2859  6.1500  0.0408  0.09
H  3.2366  3.8418  2.9075  0.07
C  -3.6371  0.0094  8.1716  -0.26
C  -3.3851  -1.4941  8.2086  -0.19
O  -1.9656  -1.6995  8.6079  -0.08
O  -2.8760  0.6633  7.1529  -0.07
H  -3.2831  0.4347  9.1108  0.12
H  -4.6914  0.2806  8.1162  0.11
H  -3.4929  -1.9080  7.2060  0.12
H  -4.0782  -1.8755  8.9585  0.12
H  -1.5264  -1.1822  7.9289  0.06
H  -3.1651  1.5785  7.1749  0.08
C  4.9851  0.7388  -6.1776  -0.23
C  5.2776  2.2611  -6.5334  -0.19
O  5.6999  3.0265  -5.3692  -0.09
O  4.0850  0.5764  -5.0766  -0.08
H  5.8765  0.1345  -6.0093  0.11
H  4.4977  0.2905  -7.0433  0.10
H  4.4047  2.7744  -6.9368  0.10
H  5.9913  2.4251  -7.3407  0.11
H  4.9888  3.1281  -4.7323  0.08
H  4.0323  -0.3818  -5.1004  0.08
C  5.1155  -4.9426  4.6763  -0.26
C  4.2980  -4.3009  5.7886  -0.26
O  4.5718  -2.9128  5.8116  -0.05
O  4.7823  -4.6443  3.3236  -0.06
H  5.0045  -6.0203  4.7961  0.12
H  6.1396  -4.6578  4.9179  0.12
H  4.6810  -4.7248  6.7170  0.12
H  3.2720  -4.6615  5.7159  0.12
H  3.9933  -2.5093  5.1603  0.08
H  5.2020  -3.8313  3.0330  0.08
C  5.1710  -6.9682  -2.6611  -0.28
C  3.8049  -6.5117  -3.3762  -0.22
O  3.4325  -5.2268  -2.9328  -0.08
O  5.0196  -7.5463  -1.4366  -0.04
H  5.8177  -6.0914  -2.6258  0.11
H  5.7229  -7.6476  -3.3107  0.11
H  3.0340  -7.2585  -3.1861  0.11
H  3.9805  -6.4366  -4.4493  0.11
H  2.9366  -5.2925  -2.1134  0.08
H  4.8256  -6.8743  -0.7790  0.09
C  -3.9237  8.2421  0.7492  -0.21
C  -4.7476  9.0499  -0.2507  -0.24
O  -3.9028  9.8950  -1.0500  -0.09
O  -3.2175  7.1486  0.1077  -0.08
H  -4.5518  7.9443  1.5887  0.12
H  -3.1377  8.8819  1.1505  0.12
H  -5.4054  9.6981  0.3283  0.11
H  -5.3590  8.4872  -0.9561  0.12
H  -4.4284  10.6467  -1.3334  0.08
H  -2.5533  7.5520  -0.4560  0.07
C  -2.9453  -0.4320  -7.7767  -0.25
C  -1.9314  -0.8781  -6.7350  -0.26
O  -2.4953  -1.6404  -5.6737  -0.06
O  -3.9950  0.3384  -7.1930  -0.06
H  -3.2871  -1.3298  -8.2917  0.12
H  -2.5130  0.1487  -8.5916  0.11
H  -1.3643  -0.0475  -6.3148  0.11
H  -1.2319  -1.5342  -7.2531  0.12
H  -3.2329  -1.1357  -5.3232  0.08
H  -3.4977  1.1125  -6.9189  0.08
C  -0.3590  0.9072  0.7364  -0.24
C  0.3579  -0.1349  1.5985  -0.21
O  0.5438  0.3807  2.9496  -0.08
O  -1.7539  1.1391  1.0802  -0.07
H  -0.3603  0.5890  -0.3061  0.11
H  0.2252  1.8246  0.6638  0.12
H  1.3737  -0.2814  1.2312  0.12
H  -0.1694  -1.0869  1.5373  0.11
H  -0.3174  0.6337  3.2900  0.07
H  -1.8842  2.0858  0.9888  0.08
C  -8.6593  3.4783  2.4360  -0.24
C  -8.3358  3.4357  3.9677  -0.24
O  -9.3763  3.1638  4.9253  -0.06
O  -9.0775  2.1983  2.0049  -0.06
H  -7.7677  3.7887  1.8913  0.11
H  -9.3834  4.2785  2.2828  0.11
H  -7.7839  4.3416  4.2185  0.11
H  -7.5289  2.7070  4.0456  0.10
H  -9.9305  2.4609  4.5784  0.08
H  -8.3019  1.7687  1.6369  0.09
C  -7.8092  -4.1065  1.1202  -0.22
C  -6.4048  -3.6253  0.6394  -0.27
O  -6.4040  -2.3268  0.1408  -0.06
O  -7.7342  -5.4465  1.6349  -0.07
H  -8.4666  -4.0320  0.2540  0.11
H  -8.2501  -3.4479  1.8685  0.12
H  -6.1176  -4.3005  -0.1667  0.11
H  -5.6084  -3.7599  1.3713  0.12
H  -5.6233  -1.8369  0.4094  0.09
H  -7.4013  -6.0384  0.9563  0.08
C  -1.7617  -8.7209  1.8718  -0.25
C  -0.6479  -7.7966  1.3116  -0.23
O  -1.1524  -6.9151  0.3021  -0.07
O  -2.2192  -9.5524  0.8335  -0.08
H  -2.6233  -8.2266  2.3205  0.12
H  -1.3349  -9.4095  2.6010  0.11
H  0.2934  -8.2730  1.0374  0.12
H  -0.4083  -7.2761  2.2389  0.11
H  -1.4005  -7.4107  -0.4818  0.08
H  -3.1315  -9.8417  0.9086  0.09
C  9.0651  -1.3099  -1.2651  -0.24
C  10.0609  -1.8558  -0.2097  -0.25
O  10.0925  -3.2484  -0.2483  -0.07
O  7.7534  -1.3683  -0.7321  -0.07
H  9.0539  -1.9489  -2.1481  0.11
H  9.3515  -0.3006  -1.5609  0.11
H  9.9410  -1.3552  0.7511  0.13
H  11.0689  -1.5832  -0.5220  0.11
H  10.3932  -3.6941  -1.0436  0.09
H  7.1701  -0.9696  -1.3820  0.08
C  -0.2751  7.5344  -4.7517  -0.21
C  -0.7065  6.0423  -5.0246  -0.26
O  -2.0772  5.7974  -5.0318  -0.05
O  -0.2498  7.8713  -3.3527  -0.07
H  -1.0370  8.1339  -5.2501  0.11
H  0.6762  7.7679  -5.2299  0.11
H  -0.2132  5.4278  -4.2716  0.11
H  -0.2643  5.7108  -5.9641  0.11
H  -2.4933  6.4788  -4.4987  0.08
H  -0.9744  8.4893  -3.2317  0.07

=====

A structure of composition C26H79AsF6N17O11. Source: the OMol25 dataset; level of theory: the ωB97M-V functional and the def2-TZVPD basis.

Net charge: -1
HOMO level (eV): -6.534

Each line ends with the Löwdin charge.
CARTESIAN COORDINATES (ANGSTROEM)
As  1.6635  -0.2903  -0.4489  0.84
F  3.3065  0.3581  -0.5149  -0.26
F  1.9996  -1.6097  -1.5388  -0.23
F  0.0010  -0.8397  -0.2540  -0.25
F  1.3761  1.0148  0.6952  -0.26
F  1.0928  0.7685  -1.7460  -0.27
F  2.0707  -1.3282  0.9352  -0.27
C  0.5823  -4.8148  1.4449  -0.66
O  -0.0911  -4.0641  2.1122  0.06
N  0.6727  -6.1745  1.5983  0.14
N  1.5553  -4.3384  0.5768  0.15
H  1.3688  -6.7351  1.1568  0.08
H  0.1334  -6.5399  2.3651  0.10
H  1.8560  -3.3814  0.6246  0.05
H  2.1271  -4.9996  0.0900  0.09
C  -1.5183  3.6154  0.6432  -0.67
O  -1.5395  3.3190  1.8391  -0.01
N  -0.5920  3.1481  -0.2180  0.19
N  -2.4300  4.4803  0.1079  0.16
H  0.0343  2.4218  0.1031  0.07
H  -0.4504  3.5047  -1.1438  0.10
H  -3.1630  4.9259  0.6202  0.10
H  -2.2466  4.7555  -0.8401  0.09
C  -3.2263  -3.0648  -0.3192  -0.68
O  -2.7071  -3.8129  0.4844  0.06
N  -4.4545  -3.3310  -0.8920  0.13
N  -2.7317  -1.8394  -0.7072  0.17
H  -4.8089  -2.7198  -1.5978  0.08
H  -4.9077  -4.2071  -0.7157  0.09
H  -1.7496  -1.6260  -0.8018  0.06
H  -3.3954  -1.3201  -1.2458  0.07
C  5.2220  -2.9545  2.1856  -0.69
O  6.3574  -3.4092  2.3665  -0.02
N  4.1008  -3.4282  2.7914  0.17
N  5.0122  -1.9148  1.3482  0.16
H  3.1950  -3.0189  2.6532  0.07
H  4.2172  -4.1627  3.4634  0.10
H  4.0708  -1.5596  1.2954  0.05
H  5.7782  -1.4107  0.9503  0.10
C  2.2701  0.7306  -5.2729  -0.69
O  2.6689  0.7907  -6.4427  -0.02
N  1.0285  1.0879  -4.9042  0.16
N  3.0208  0.2163  -4.2643  0.16
H  0.2756  1.4181  -5.4949  0.06
H  0.7622  1.0442  -3.9338  0.05
H  2.7892  0.3986  -3.3045  0.05
H  3.9217  -0.1902  -4.4248  0.10
C  -2.3840  -0.1859  2.9384  -0.66
O  -2.4792  -1.3968  3.0977  0.04
N  -3.1161  0.7021  3.6911  0.14
N  -1.7014  0.4559  1.9447  0.17
H  -3.0866  1.6641  3.4087  0.07
H  -3.5717  0.3317  4.5029  0.09
H  -1.0137  -0.0145  1.3762  0.06
H  -1.4992  1.4233  2.1394  0.03
C  3.7542  3.1762  -1.8596  -0.07
C  4.3830  4.5446  -2.0519  -0.44
C  4.0619  5.6019  -0.9906  -0.19
O  2.6791  5.7664  -0.7942  -0.25
C  1.9771  6.4316  -1.8555  -0.06
N  5.8484  4.3741  -2.1659  0.02
H  4.1368  2.7492  -0.9311  0.08
H  4.0021  2.5336  -2.7047  0.07
H  2.6608  3.2071  -1.8325  0.07
H  4.1059  4.8654  -3.0635  0.13
H  4.5688  6.5462  -1.2063  0.13
H  4.4884  5.2243  -0.0568  0.13
H  1.8171  5.6310  -2.5845  0.08
H  2.6353  7.1371  -2.3674  0.09
H  1.0686  6.8646  -1.4523  0.09
H  6.2252  4.1247  -1.2534  0.07
H  6.0241  3.5500  -2.7287  0.06
C  0.7691  5.3684  3.9180  -0.08
C  1.7448  5.1577  2.7922  -0.43
C  2.0831  3.6952  2.5806  -0.21
O  2.8498  3.1599  3.6657  -0.19
C  2.8568  1.7398  3.6270  -0.11
N  1.1346  5.6552  1.5614  0.06
H  -0.0954  4.6935  3.8185  0.07
H  0.3191  6.3519  4.0237  0.07
H  1.1511  4.9261  4.8448  0.08
H  2.6249  5.7440  3.0720  0.14
H  2.6563  3.5251  1.6628  0.12
H  1.1447  3.1319  2.5042  0.11
H  3.2236  1.3515  2.6680  0.07
H  1.8363  1.3536  3.6934  0.08
H  3.5639  1.4167  4.3865  0.09
H  1.7979  5.6775  0.7798  0.03
H  0.4007  5.0391  1.2320  0.04
C  -2.9665  -3.3012  7.4540  -0.09
C  -2.4739  -3.1138  5.9924  -0.43
C  -1.1945  -2.2713  5.9689  -0.24
O  -0.5582  -2.4604  4.7525  -0.19
C  0.6310  -1.7050  4.6726  -0.10
N  -2.2933  -4.4136  5.3700  0.04
H  -2.3200  -3.8688  8.1251  0.07
H  -3.9404  -3.7979  7.4385  0.06
H  -3.1957  -2.3065  7.8568  0.07
H  -3.3524  -2.6868  5.5018  0.13
H  -0.5686  -2.6248  6.8095  0.12
H  -1.4013  -1.2237  6.2299  0.13
H  0.4662  -0.6404  4.8697  0.08
H  1.1269  -1.8603  3.7187  0.07
H  1.3185  -2.0351  5.4645  0.08
H  -3.1134  -4.9980  5.5121  0.07
H  -1.6440  -4.9131  5.9856  0.07
C  -2.3595  0.8654  -3.5889  -0.06
C  -2.7194  1.4892  -4.9243  -0.42
C  -2.7222  3.0066  -4.8960  -0.22
O  -3.4078  3.4685  -6.0447  -0.19
C  -3.5988  4.8762  -5.9930  -0.11
N  -1.7312  1.0571  -5.9456  0.04
H  -3.0338  1.3613  -2.8762  0.08
H  -1.3572  1.0723  -3.2181  0.06
H  -2.6050  -0.1910  -3.4846  0.07
H  -3.7512  1.1793  -5.1327  0.14
H  -1.7087  3.4218  -4.8623  0.13
H  -3.3371  3.2983  -4.0321  0.12
H  -2.7131  5.5096  -6.0566  0.09
H  -4.2592  5.1204  -5.1575  0.09
H  -4.1783  5.0730  -6.8981  0.09
H  -1.9284  0.0814  -6.1283  0.09
H  -1.9035  1.6734  -6.7340  0.08
C  -4.0403  -6.9176  -2.9569  -0.08
C  -2.5790  -6.6824  -2.6596  -0.43
C  -2.1373  -5.1954  -2.7540  -0.22
O  -0.7680  -5.1339  -2.4501  -0.18
C  -0.2993  -3.8250  -2.2357  -0.11
N  -2.3418  -7.1704  -1.3100  0.05
H  -4.6852  -6.3037  -2.3220  0.07
H  -4.2762  -7.9814  -2.9044  0.07
H  -4.4449  -6.6793  -3.9485  0.07
H  -1.9245  -7.0874  -3.4371  0.14
H  -2.7103  -4.5058  -2.1210  0.09
H  -2.3321  -4.8261  -3.7736  0.12
H  -0.7412  -3.3004  -1.3886  0.06
H  -0.3704  -3.2847  -3.1884  0.09
H  0.7709  -3.8292  -2.0361  0.06
H  -3.0575  -6.8116  -0.6921  0.07
H  -1.4338  -6.8157  -1.0266  0.06

=====

Orbital gap for every record listed, in sequence, given in eV: 9.080; 9.583; 8.095.
ΔE to the lowest compared entry with this formula, charge and spin for every record listed, in sequence, given in eV: 0.000; 6.230; 0.000.
Largest force on an atom for every record listed, in sequence, given in eV/Å: 0.8; 3.2; 2.4.